A.
Computed, not measured: 2 unconnected molecules or ions with the total composition C4H13NS, with ωB97M-V with the def2-TZVPD basis set.

The value obtained for the molar mass is 107.22 g/mol.

Element x y z (Å)
C (-2.590, 1.272, 0.454)
C (-2.026, 0.034, -0.217)
N (-0.818, 0.414, -0.968)
H (-3.561, 1.094, 0.900)
H (-2.717, 2.079, -0.274)
H (-1.902, 1.607, 1.225)
H (-2.724, -0.504, -0.859)
H (-1.728, -0.688, 0.551)
H (-0.244, -0.363, -1.258)
H (-1.061, 0.979, -1.789)
C (2.928, -1.018, -0.319)
C (1.908, -0.769, 0.796)
S (1.381, 0.955, 0.998)
H (2.548, -0.833, -1.326)
H (3.837, -0.450, -0.165)
H (3.201, -2.078, -0.281)
H (1.046, -1.418, 0.635)
H (2.354, -1.132, 1.727)
H (0.169, 0.821, 0.174)

And the natural (NBO) charges, in e, turn out to be:
1 C -0.62
2 C -0.22
3 N -0.82
4 H 0.22
5 H 0.20
6 H 0.23
7 H 0.18
8 H 0.20
9 H 0.38
10 H 0.38
11 C -0.61
12 C -0.52
13 S -0.21
14 H 0.20
15 H 0.21
16 H 0.20
17 H 0.19
18 H 0.21
19 H 0.22

---

B.
Computed, not measured: 2 unconnected molecules or ions with the total composition C4H13NS, with ωB97M-V with the def2-TZVPD basis set.

The value obtained for the molar mass is 107.22 g/mol.

Element x y z (Å)
C (-1.912, 0.741, 0.071)
C (-1.860, 0.612, 1.597)
N (-0.619, 0.999, 2.225)
H (-0.920, 0.644, -0.360)
H (-2.329, 1.715, -0.202)
H (-2.637, 0.046, -0.338)
H (-2.100, -0.415, 1.858)
H (-2.668, 1.229, 2.003)
H (0.188, 0.543, 1.825)
H (-0.498, 2.002, 2.191)
C (2.233, -0.032, -0.846)
C (1.831, -1.436, -1.236)
S (0.461, -1.383, -2.476)
H (2.255, 0.643, -1.703)
H (1.574, 0.372, -0.088)
H (3.247, -0.048, -0.426)
H (2.624, -1.953, -1.757)
H (1.509, -2.011, -0.380)
H (-0.381, -2.267, -1.955)

And the natural (NBO) charges, in e, turn out to be:
1 C -0.63
2 C -0.22
3 N -0.83
4 H 0.21
5 H 0.20
6 H 0.21
7 H 0.18
8 H 0.19
9 H 0.35
10 H 0.35
11 C -0.62
12 C -0.49
13 S -0.08
14 H 0.22
15 H 0.20
16 H 0.21
17 H 0.21
18 H 0.22
19 H 0.12

---

The least stable of them is A.

---

A.
Computed, not measured: 2 unconnected molecules or ions with the total composition C4H13NS, with ωB97M-V with the def2-TZVPD basis set.

The value obtained for the molar mass is 107.22 g/mol.

Element x y z (Å)
C (-0.776, 0.730, 2.345)
C (-2.107, 0.118, 1.889)
N (-1.982, -0.737, 0.703)
H (-1.063, 1.397, 3.150)
H (-0.028, -0.041, 2.513)
H (-0.377, 1.293, 1.498)
H (-2.553, -0.422, 2.736)
H (-2.773, 0.928, 1.588)
H (-2.892, -0.928, 0.356)
H (-1.439, -1.548, 0.893)
C (1.420, -0.404, -2.757)
C (2.290, 0.441, -1.808)
S (2.078, 0.018, -0.007)
H (0.400, -0.375, -2.382)
H (1.798, -1.424, -2.730)
H (1.485, 0.041, -3.745)
H (1.975, 1.483, -1.860)
H (3.337, 0.385, -2.076)
H (1.206, -0.955, -0.306)

And the natural (NBO) charges, in e, turn out to be:
1 C -0.62
2 C -0.21
3 N -0.85
4 H 0.21
5 H 0.20
6 H 0.22
7 H 0.15
8 H 0.18
9 H 0.36
10 H 0.35
11 C -0.62
12 C -0.48
13 S -0.07
14 H 0.22
15 H 0.21
16 H 0.22
17 H 0.20
18 H 0.21
19 H 0.12

---

B.
Computed, not measured: 2 unconnected molecules or ions with the total composition C4H13NS, with ωB97M-V with the def2-TZVPD basis set.

The value obtained for the molar mass is 107.22 g/mol.

Element x y z (Å)
C (-1.616, -0.105, -2.384)
C (-2.244, 0.791, -1.329)
N (-1.343, 1.350, -0.329)
H (-2.322, -0.237, -3.201)
H (-0.714, 0.325, -2.824)
H (-1.370, -1.085, -1.972)
H (-2.716, 1.639, -1.848)
H (-3.087, 0.282, -0.848)
H (-0.731, 2.030, -0.762)
H (-0.778, 0.635, 0.109)
C (1.725, -1.552, 1.624)
C (1.843, -0.196, 2.298)
S (2.671, 1.089, 1.278)
H (1.048, -1.460, 0.785)
H (1.266, -2.248, 2.325)
H (2.680, -1.949, 1.318)
H (2.493, -0.230, 3.163)
H (0.862, 0.209, 2.545)
H (2.332, 0.712, 0.050)

And the natural (NBO) charges, in e, turn out to be:
1 C -0.63
2 C -0.22
3 N -0.83
4 H 0.21
5 H 0.20
6 H 0.20
7 H 0.18
8 H 0.18
9 H 0.35
10 H 0.35
11 C -0.61
12 C -0.49
13 S -0.07
14 H 0.20
15 H 0.21
16 H 0.22
17 H 0.22
18 H 0.21
19 H 0.11

---

The least stable of them is A.

---

A.
Computed, not measured: 2 unconnected molecules or ions with the total composition C2H3O3, with ωB97M-V with the def2-TZVPD basis set.

As for the net charge: -1. The value obtained for the molar mass is 75.04 g/mol.

Element x y z (Å)
C (-1.223, -0.706, 0.630)
C (1.374, 0.670, -0.704)
O (-2.351, -0.520, 1.177)
O (-0.557, -1.689, 0.381)
O (-0.788, 0.530, 0.358)
H (1.308, 1.628, -0.244)
H (0.542, 0.363, -1.346)
H (1.695, -0.278, -0.253)

And the natural (NBO) charges, in e, turn out to be:
1 C 0.91
2 C -0.53
3 O -0.65
4 O -0.76
5 O -0.51
6 H 0.17
7 H 0.19
8 H 0.19

---

B.
Computed, not measured: a gas-phase ion, C2H3O3 (charge -1), with ωB97M-V with the def2-TZVPD basis set.

As for the net charge: -1. The value obtained for the molar mass is 75.04 g/mol.

Element x y z (Å)
C (0.219, 0.103, 0.038)
O (1.124, 0.147, 1.094)
C (0.549, 0.736, 2.351)
O (1.514, 1.166, 3.101)
O (-0.679, 0.654, 2.532)
H (-0.816, -0.439, 0.334)
H (0.797, -0.576, -0.658)
H (0.153, 1.146, -0.411)

And the natural (NBO) charges, in e, turn out to be:
1 C -0.25
2 O -0.62
3 C 0.95
4 O -0.79
5 O -0.77
6 H 0.18
7 H 0.15
8 H 0.15

---

The least stable of them is A.

---

A.
Computed, not measured: CH4OP2 in the gas phase, with ωB97M-V with the def2-TZVPD basis set.

The value obtained for the molar mass is 93.99 g/mol.

Element x y z (Å)
O (1.625, -0.851, 0.420)
C (0.607, -0.397, -0.024)
P (-0.991, -1.573, -0.634)
P (0.310, 1.425, -0.303)
H (-1.586, -0.938, 0.550)
H (-1.400, -0.441, -1.293)
H (1.568, 1.574, 0.130)
H (-0.134, 1.200, 1.155)

And the natural (NBO) charges, in e, turn out to be:
1 O -0.55
2 C 0.17
3 P 0.17
4 P 0.23
5 H 0.00
6 H -0.04
7 H -0.02
8 H 0.03

---

B.
Computed, not measured: CH4OP2 in the gas phase, with ωB97M-V with the def2-TZVPD basis set.

The value obtained for the molar mass is 93.99 g/mol.

Element x y z (Å)
C (1.184, -0.337, -0.027)
P (-0.544, -0.918, 0.090)
P (-1.332, 1.197, 0.766)
O (-2.763, 1.066, 0.982)
H (1.878, -0.964, -0.492)
H (1.596, 0.025, 0.894)
H (1.078, 0.436, -0.792)
H (-1.098, -0.504, -1.421)

And the natural (NBO) charges, in e, turn out to be:
1 C -0.96
2 P 0.13
3 P 1.11
4 O -0.98
5 H 0.24
6 H 0.23
7 H 0.23
8 H -0.01

---

The least stable of them is A.